22
Properties=species:S:1:pos:R:3:lowdin_charge:R:1 method="wB97M-V/def2-TZVPD" orbital_gap_ev=8.5 homo_ev=-8.335 lumo_ev=0.2 multiplicity=1 total_charge=0 largest_force_ev_per_a=4.5
C -0.7055 1.9254 0.1496 -0.049
C 0.4056 1.2747 0.2827 -0.113
C -1.9738 1.2315 -0.0658 -0.436
C 0.3269 -0.8763 -0.3286 -0.749
C -1.9361 -0.3014 0.0044 -0.757
C 1.7285 1.6288 0.8346 -0.084
C 1.4794 -1.7341 -0.6132 -0.160
C -3.3616 -0.8264 -0.0293 -0.120
O -3.0111 1.8564 -0.1355 0.090
O -0.1953 -0.2941 2.2204 -0.478
S -1.0521 -0.9472 -1.4751 0.947
S -0.6938 -1.1215 1.1293 0.922
H -0.8196 3.0160 0.3699 0.153
H 1.8154 2.7135 0.8061 0.072
H 2.7134 1.2188 0.2654 0.132
H 1.8047 1.3486 1.8815 0.075
H 2.1320 -1.8647 0.2533 0.080
H 2.0352 -1.1679 -1.4349 0.111
H 1.1635 -2.7704 -0.9284 0.100
H -3.9059 -0.2015 -0.7999 0.108
H -3.8671 -0.3628 0.8206 0.091
H -3.4038 -1.8797 -0.1409 0.064

=====

18
Properties=species:S:1:pos:R:3:lowdin_charge:R:1 method="wB97M-V/def2-TZVPD" orbital_gap_ev=9.5 smiles="C=CCCC[NH3+]" homo_ev=-13.226 lumo_ev=-3.7 multiplicity=1 total_charge=+1 largest_force_ev_per_a=2.3
C -2.3781 -0.6536 1.5166 0.031
C -1.5708 -0.0140 0.6588 -0.174
C -0.5849 -0.8584 -0.1285 -0.220
C 0.9274 -0.6410 0.1781 -0.159
C 1.2811 0.8316 0.0480 -0.087
N 1.4529 1.1238 -1.4936 0.187
H -2.5491 -1.7207 1.4663 0.070
H -3.0441 -0.1083 2.1762 0.067
H -1.5062 1.0585 0.8106 0.088
H -0.8763 -1.0323 -1.1770 0.117
H -0.7686 -1.8578 0.2606 0.102
H 1.1045 -1.0197 1.1819 0.131
H 1.4494 -1.2721 -0.5440 0.118
H 0.4572 1.5336 0.1618 0.111
H 2.2022 1.2065 0.4796 0.131
H 2.0286 0.4119 -1.9384 0.159
H 1.7971 2.0655 -1.6681 0.169
H 0.5775 0.9464 -1.9890 0.160

=====

93
Properties=species:S:1:pos:R:3:lowdin_spin:R:1 method="wB97M-V/def2-TZVPD" s_squared=2.047 orbital_gap_ev="6.4 / 5.8" homo_ev="-7.637 / -7.304" lumo_ev="-1.3 / -1.5" multiplicity=3 total_charge=0 largest_force_ev_per_a=7.4
V -0.0903 -0.4309 -0.0093 1.886
C 0.5891 1.5756 3.9994 -0.001
C -0.6774 1.8611 3.2582 -0.007
N -1.5062 2.6829 3.8621 0.013
C -2.6676 3.0046 3.2931 0.010
C -3.0962 2.5110 2.0880 0.016
C -4.4150 2.9866 1.5283 0.002
O -5.3141 1.9568 1.1747 0.001
C -2.2401 1.6080 1.3951 0.019
C -2.6449 1.0570 0.1715 0.062
N -1.9389 0.3616 -0.7146 0.012
C -2.5289 0.2092 -1.9542 0.003
C -3.5404 1.0756 -2.4213 0.002
C -4.1986 0.8568 -3.6086 0.000
C -3.8632 -0.2233 -4.4105 0.002
C -2.7992 -1.0267 -4.0439 0.000
C -2.1409 -0.7990 -2.8504 0.003
I -0.4151 -1.9122 -2.3517 0.007
C -0.9661 1.2829 1.9930 0.012
O -0.2284 0.4549 1.3455 -0.003
H 0.8578 2.4603 4.5676 0.000
H 1.3798 1.3057 3.3079 0.000
H 0.4338 0.7663 4.7083 -0.001
H -3.2666 3.7182 3.8430 0.000
H -4.2527 3.5634 0.6124 0.000
H -4.8751 3.6602 2.2631 0.000
H -5.5274 1.4500 1.9658 0.000
H -3.6927 1.2253 -0.0624 0.002
H -3.7976 1.9525 -1.8515 0.001
H -4.9757 1.5401 -3.9186 0.000
H -4.3961 -0.4125 -5.3267 0.000
H -2.4663 -1.8331 -4.6802 0.000
C 3.2030 -1.0451 -4.0962 0.000
C 3.9710 -1.9765 -3.1706 0.000
C 3.9832 -1.5351 -1.6844 -0.001
C 4.9432 -2.4828 -0.9271 0.000
C 5.3429 -1.9653 0.4481 0.000
C 4.5054 -0.1170 -1.6352 0.000
O 5.6352 0.1981 -1.9233 0.000
N 3.5778 0.8305 -1.2875 0.001
C 2.2805 0.6113 -0.8260 0.007
O 1.5576 1.5688 -0.6102 0.011
N 1.8596 -0.6571 -0.6729 0.005
C 2.5591 -1.7045 -1.1460 0.003
O 2.0324 -2.8119 -1.2242 0.007
H 3.2034 -1.4597 -5.1002 0.000
H 3.6684 -0.0639 -4.1390 0.000
H 2.1682 -0.9290 -3.7819 0.000
H 5.0057 -2.0324 -3.5110 0.000
H 3.5323 -2.9740 -3.2050 0.000
H 5.8425 -2.6118 -1.5316 0.000
H 4.4506 -3.4520 -0.8366 0.000
H 5.9471 -1.0657 0.3517 0.000
H 5.9318 -2.7158 0.9699 0.000
H 4.4648 -1.7426 1.0465 0.000
H 3.8722 1.8013 -1.3260 0.000
C -0.5332 -4.2496 0.1154 -0.007
Si -0.6140 -2.6576 1.2180 -0.041
C -2.5059 -2.6546 1.8168 -0.006
C -2.8873 -3.9914 2.4510 -0.002
C -2.8100 -1.5504 2.8258 0.000
C -3.3994 -2.4407 0.5932 0.001
C 0.7140 -3.0443 2.6311 -0.012
C 2.1048 -2.9601 2.0046 -0.001
C 0.6413 -2.0171 3.7566 0.000
C 0.5775 -4.4427 3.2356 -0.004
H -0.5852 -5.1606 0.7024 -0.001
H 0.3983 -4.2704 -0.4402 0.000
H -1.3392 -4.2928 -0.6105 0.000
H -2.3591 -4.1435 3.3870 0.000
H -2.6660 -4.8198 1.7869 0.000
H -3.9548 -4.0101 2.6705 0.000
H -2.2853 -1.7121 3.7619 0.000
H -3.8768 -1.5286 3.0474 0.000
H -2.5236 -0.5778 2.4404 0.000
H -3.2255 -3.2006 -0.1634 0.000
H -3.2165 -1.4664 0.1493 0.001
H -4.4500 -2.4879 0.8784 0.000
H 2.2893 -1.9489 1.6472 0.000
H 2.1972 -3.6462 1.1674 0.000
H 2.8655 -3.2160 2.7446 0.000
H 0.6571 -1.0118 3.3460 0.000
H 1.4924 -2.1320 4.4282 0.000
H -0.2632 -2.1440 4.3449 0.000
H 0.7716 -5.2074 2.4895 0.000
H -0.4063 -4.6108 3.6593 0.000
H 1.3094 -4.5609 4.0354 -0.001
Cl 6.3401 0.9493 2.8701 0.000
C 4.6917 1.1201 3.5295 0.000
Cl 4.5475 0.2385 5.0706 0.000
Cl 4.3134 2.8457 3.7824 0.000
C 3.7532 0.5803 2.5815 0.000
N 2.9967 0.1559 1.8381 0.000

=====

19
Properties=species:S:1:pos:R:3:lowdin_charge:R:1 method="wB97M-V/def2-TZVPD" orbital_gap_ev=10.3 homo_ev=-13.582 lumo_ev=-3.3 multiplicity=1 total_charge=+1 largest_force_ev_per_a=2.2
C 0.6010 1.1170 -0.5696 -0.020
C 0.0207 -0.1634 0.0224 -0.322
C 1.0303 -1.1604 0.5603 -0.102
C 1.6927 -0.5897 1.8242 -0.207
O 1.6903 0.5944 2.0460 0.071
N -0.7632 -0.8278 -1.0904 0.203
H -0.0034 1.9965 -0.3402 0.101
H 0.7359 1.0192 -1.6427 0.092
H 1.5319 1.4114 -0.1450 0.075
H -0.6680 0.0860 0.7943 0.147
H 1.9503 -1.3551 -0.0111 0.145
H 0.5603 -2.1012 0.7506 0.112
H 1.9666 -1.2330 2.6648 0.134
H -1.5441 -0.1860 -1.3402 0.100
H -1.1085 -1.7474 -0.8147 0.168
H -0.1765 -1.0406 -1.8993 0.174
H -3.3080 1.5165 -2.1067 0.087
H -3.4795 0.7649 -0.7839 0.073
O -3.0247 0.7222 -1.6314 -0.032